The following is a DFT calculation (ωB97M-V/def2-TZVPD) of a structure of composition C7H14Br2F3GaP.

Summary:
- LUMO level: 2.806 eV
- Net charge: -1
- Orbital gap: 6.9 eV

Positions of all 28 atoms, in Å:
C -1.90 2.77 -1.55
C -1.03 1.41 -1.16
P -1.45 0.85 0.63
C -3.10 -0.19 0.62
Ga 0.14 -0.62 1.50
C 1.88 -0.79 0.40
Br 2.89 -2.38 1.19
C 1.69 -0.90 -1.22
C 2.39 -2.27 -1.88
Br 2.61 0.65 -2.17
C 0.71 0.17 3.37
F 0.49 1.66 3.37
F -0.11 -0.43 4.45
F 2.18 -0.05 3.52
H -1.81 3.52 -0.63
H -1.49 3.31 -2.53
H -3.03 2.44 -1.69
H -1.22 0.51 -1.89
H 0.10 1.76 -1.12
H -3.96 0.59 0.48
H -3.07 -1.01 -0.22
H -3.19 -0.65 1.72
H -0.56 -2.03 1.84
H 2.56 0.15 0.61
H 0.54 -0.88 -1.45
H 3.55 -2.16 -1.67
H 2.27 -2.18 -3.05
H 1.93 -3.26 -1.45


The following is a DFT calculation (ωB97M-V/def2-TZVPD) of a structure of composition C7H14Cl2GaO.

Summary:
- LUMO level (alpha / beta): 2.845 / 3.031 eV
- Net charge: -1
- Orbital gap (alpha / beta): 5.2 / 5.4 eV

Positions of all 25 atoms, in Å:
Ga 1.78 2.44 2.87
Cl 0.60 4.10 2.04
Cl 2.71 1.74 4.69
C 0.66 -0.39 0.90
H -0.21 0.25 1.18
H 1.18 -0.56 1.84
C -1.13 -1.16 -0.59
C 0.45 -1.25 -0.25
H -1.79 -1.91 -0.17
C 1.30 -0.62 -1.39
H 0.69 -2.29 -0.20
C 0.75 0.78 -1.60
H 2.33 -0.68 -1.03
H 1.31 -1.10 -2.37
C -0.72 0.78 -2.14
H 0.83 1.18 -0.56
H 1.33 1.33 -2.36
C -1.67 0.04 -1.15
H -1.09 1.81 -2.27
H -0.81 0.30 -3.14
H -1.87 0.71 -0.29
H -2.67 -0.10 -1.60
O -1.39 -2.15 2.34
H -2.05 -1.58 2.78
H -0.52 -1.67 2.46


Max |F| (Eh/bohr)
0.0752 0.0765
E_tot (eV)
-217386.70362 -86953.57865